# 1
Formula: C5H12O4P
Source: OMol25
Level of theory: ωB97M-V/def2-TZVPD

```
22
Properties=species:S:1:pos:R:3:forces:R:3:mulliken_spin:R:1
C 1.584699 0.091237 1.389708 -2.489 2.112 -1.529 -0.041
C 1.745751 0.407930 -0.191513 1.410 -2.254 2.632 -0.018
C 1.823292 1.898986 -0.371234 1.371 -0.683 -4.555 0.136
C -1.485990 -2.947314 -0.021934 -0.699 -0.234 3.193 0.027
C -2.134936 1.335108 -0.745297 0.982 -2.006 -1.754 0.009
O 0.359507 -0.667161 1.597115 -0.084 -0.497 2.263 0.073
O 0.864337 -0.259967 -0.995232 2.780 1.241 -1.969 0.892
O -1.681567 -1.530972 0.111605 -1.445 0.016 1.982 0.042
O -1.254409 0.953180 0.345488 -0.617 2.212 1.621 0.055
P -0.623521 -0.434293 0.438508 -0.748 -2.563 -2.967 0.730
H 2.395012 -0.560948 1.692277 0.111 0.647 0.769 0.010
H 1.275907 1.125931 1.781407 1.696 -1.715 0.562 0.007
H 2.745287 -0.074898 -0.312843 -0.232 0.610 -1.014 0.079
H 2.253651 1.934074 -1.474850 -0.788 0.813 2.218 -0.008
H 2.543562 2.256613 0.325548 0.379 0.606 0.414 0.004
H 0.860162 2.364319 -0.363478 -0.432 0.337 0.346 0.002
H -2.205135 -3.206535 -0.711899 -1.862 -1.086 -0.906 0.010
H -1.407433 -3.560550 0.934936 -1.120 1.250 -0.855 0.004
H -0.600806 -3.189588 -0.428143 3.535 -0.133 -1.894 -0.015
H -2.970611 0.720123 -0.562468 -1.337 -0.522 -0.354 0.004
H -1.640459 0.994699 -1.740192 -0.870 0.979 1.599 -0.006
H -2.446299 2.350028 -0.697510 0.461 0.871 0.196 0.003
```
Positions in Å, forces in eV/Å.

HOMO level (spin up / spin down)   -10.05 / -15.07 eV
E   -839.56724 Eh
Multiplicity   3
Total charge   +1
F_max   4.8 eV/Å

***

# 2
Formula: C5H12OS
Source: OMol25
Level of theory: ωB97M-V/def2-TZVPD

```
19
Properties=species:S:1:pos:R:3:forces:R:3:lowdin_charge:R:1
C -0.837706 -0.202773 -0.756244 -0.127 0.093 -0.316 -0.114
C -0.154969 -2.074671 0.860121 1.605 2.316 -3.688 -0.014
C -0.686727 0.373752 1.735087 0.486 -3.170 -1.331 -0.018
C 1.436448 -0.136216 0.505736 -2.569 -0.979 -1.593 -0.812
C -0.084157 -0.506963 0.476426 1.098 -0.325 3.202 -0.530
O 2.188913 -0.702641 1.221529 1.206 -0.341 1.310 0.022
S 1.983781 0.956579 -0.762706 2.175 -0.186 0.383 0.813
H -0.558824 -0.806431 -1.581577 0.989 -0.412 -1.012 0.077
H -0.773353 0.843815 -1.016231 -0.252 0.294 -0.236 0.057
H -1.853424 -0.528181 -0.660122 -0.937 0.359 0.519 0.084
H 0.254149 -2.256894 1.768631 1.138 -0.269 2.954 0.031
H 0.522913 -2.639726 0.150156 -1.124 0.497 0.448 0.114
H -1.145794 -2.391406 0.840566 -1.727 -0.705 -0.285 0.057
H -0.208626 -0.123151 2.608308 -0.175 1.098 -0.264 0.088
H -0.523219 1.450695 1.585727 -0.476 -0.821 0.598 0.007
H -1.712952 -0.041352 1.704465 0.070 1.187 0.371 0.084
H -0.100292 2.527510 0.379853 -0.305 2.115 -0.095 0.006
H -0.266591 3.306059 0.434391 0.354 -1.612 -0.186 0.087
H 3.297412 0.586839 -0.353660 -1.430 0.861 -0.780 -0.040
```
Positions in Å, forces in eV/Å.

HOMO level   -9.56 eV
E   -671.06316 Eh
Multiplicity   1
ΔE to the lowest compared entry with this formula, charge and spin   1.907 eV
F_max   4.6 eV/Å

***

Copy entry 2 word for word.
Formula: C5H12OS
Source: OMol25
Level of theory: ωB97M-V/def2-TZVPD

```
19
Properties=species:S:1:pos:R:3:forces:R:3:lowdin_charge:R:1
C -0.837706 -0.202773 -0.756244 -0.127 0.093 -0.316 -0.114
C -0.154969 -2.074671 0.860121 1.605 2.316 -3.688 -0.014
C -0.686727 0.373752 1.735087 0.486 -3.170 -1.331 -0.018
C 1.436448 -0.136216 0.505736 -2.569 -0.979 -1.593 -0.812
C -0.084157 -0.506963 0.476426 1.098 -0.325 3.202 -0.530
O 2.188913 -0.702641 1.221529 1.206 -0.341 1.310 0.022
S 1.983781 0.956579 -0.762706 2.175 -0.186 0.383 0.813
H -0.558824 -0.806431 -1.581577 0.989 -0.412 -1.012 0.077
H -0.773353 0.843815 -1.016231 -0.252 0.294 -0.236 0.057
H -1.853424 -0.528181 -0.660122 -0.937 0.359 0.519 0.084
H 0.254149 -2.256894 1.768631 1.138 -0.269 2.954 0.031
H 0.522913 -2.639726 0.150156 -1.124 0.497 0.448 0.114
H -1.145794 -2.391406 0.840566 -1.727 -0.705 -0.285 0.057
H -0.208626 -0.123151 2.608308 -0.175 1.098 -0.264 0.088
H -0.523219 1.450695 1.585727 -0.476 -0.821 0.598 0.007
H -1.712952 -0.041352 1.704465 0.070 1.187 0.371 0.084
H -0.100292 2.527510 0.379853 -0.305 2.115 -0.095 0.006
H -0.266591 3.306059 0.434391 0.354 -1.612 -0.186 0.087
H 3.297412 0.586839 -0.353660 -1.430 0.861 -0.780 -0.040
```
Positions in Å, forces in eV/Å.

HOMO level   -9.56 eV
E   -671.06316 Eh
Multiplicity   1
ΔE to the lowest compared entry with this formula, charge and spin   1.907 eV
F_max   4.6 eV/Å